P.
Density functional theory data (ωB97M-V/def2-TZVPD) for a cluster of 2 separate species, C3H10NS in total.

Atoms and positions in Å:
C 2.92 -0.04 -0.81
N 2.43 0.93 -0.15
H 3.83 0.12 -1.40
H 2.35 -0.90 -1.08
H 1.50 0.70 0.38
H 3.06 1.64 0.20
C -2.94 -0.15 -0.52
C -1.80 -0.97 0.02
S -0.25 0.03 0.68
H -3.38 -0.78 -1.30
H -3.69 -0.06 0.26
H -2.62 0.78 -0.95
H -1.29 -1.54 -0.74
H -2.12 -1.51 0.92
H -0.83 0.52 1.81

## Properties
- Total charge: +1
- HOMO-LUMO gap: 8.10 eV
- Highest occupied orbital energy: -13.38 eV
- E_LUMO: -5.279 eV


Q.
Density functional theory data (ωB97M-V/def2-TZVPD) for the ion C3H10NS with charge +1.

Atoms and positions in Å:
C -0.92 -1.23 0.64
C 0.19 -0.21 0.40
C -0.30 1.28 0.48
S 0.97 2.51 0.12
N 0.71 -0.54 -0.99
H -0.57 -2.25 0.50
H -1.30 -1.12 1.66
H -1.75 -1.00 -0.04
H 1.01 -0.34 1.10
H -0.66 1.41 1.50
H -1.11 1.30 -0.26
H 1.33 2.02 -1.08
H -0.08 -0.91 -1.53
H 1.45 -1.23 -0.98
H 1.01 0.28 -1.52

## Properties
- Total charge: +1
- HOMO-LUMO gap: 9.72 eV
- Highest occupied orbital energy: -13.51 eV
- SMILES: C[C@@H]([NH3+])CS
- E_LUMO: -3.795 eV


Relative to the most stable structure, the computed energies are P 0.0512; Q 0.0000, all in hartree.


P.
Density functional theory data (ωB97M-V/def2-TZVPD) for a cluster of 2 separate species, C3H10NS in total.

Atoms and positions in Å:
C 2.86 0.38 0.12
C 1.38 0.02 0.27
C 0.44 1.04 -0.39
S -1.13 0.26 -0.18
N 1.09 -1.25 -0.41
H 3.09 1.32 0.60
H 3.12 0.26 -0.93
H 3.46 -0.45 0.53
H 1.22 -0.03 1.35
H 0.44 1.99 0.15
H 0.63 1.09 -1.45
H -9.01 -0.46 0.75
H 0.07 -1.29 -0.60
H 1.37 -2.09 0.11
H -9.04 -0.79 0.08

## Properties
- Total charge: +1
- HOMO-LUMO gap: 6.12 eV
- Highest occupied orbital energy: -15.55 eV
- E_LUMO: -9.430 eV


Q.
Density functional theory data (ωB97M-V/def2-TZVPD) for the ion C3H10NS with charge +1.

Atoms and positions in Å:
C -1.18 -1.05 -0.26
C 0.14 -0.38 -0.02
C 0.21 1.07 -0.52
S 1.45 1.10 -1.86
N 0.42 -0.39 1.48
H -1.31 -1.18 -1.35
H -2.05 -0.47 0.08
H -1.24 -2.05 0.16
H 0.93 -0.97 -0.47
H -0.75 1.43 -0.86
H 0.58 1.72 0.26
H 1.35 2.40 -2.15
H 1.29 0.09 1.71
H -0.37 0.03 1.97
H 0.51 -1.36 1.82

## Properties
- Total charge: +1
- HOMO-LUMO gap: 9.30 eV
- Highest occupied orbital energy: -13.07 eV
- SMILES: C[C@H]([NH3+])CS
- E_LUMO: -3.776 eV


Relative to the most stable structure, the computed energies are P 0.1948; Q 0.0000, all in hartree.


P.
Density functional theory data (ωB97M-V/def2-TZVPD) for a cluster of 2 separate species, C2H7N2S in total.

Atoms and positions in Å:
S -1.88 -0.79 2.13
H -2.85 -1.29 2.89
C -0.07 -0.04 -0.53
C 1.11 0.48 -0.86
N 1.46 1.82 -0.55
N -0.34 -1.44 -0.60
H -0.78 0.60 -0.02
H 1.87 -0.07 -1.41
H 2.44 1.91 -0.30
H 0.89 2.18 0.20
H -1.09 -1.64 -1.26
H -0.77 -1.71 0.31

## Properties
- Total charge: -1
- HOMO-LUMO gap: 6.81 eV
- Highest occupied orbital energy: -2.84 eV
- E_LUMO: 3.964 eV


Q.
Density functional theory data (ωB97M-V/def2-TZVPD) for a cluster of 2 separate species, C2H7N2S in total.

Atoms and positions in Å:
C 1.84 1.29 -0.66
S 2.56 0.12 0.56
H 2.58 1.66 -1.36
H 1.26 2.03 -0.13
H 1.03 0.83 -1.26
N -0.34 -1.31 0.40
C -1.53 -0.74 0.15
N -2.62 -1.02 0.79
H -0.33 -1.81 1.28
H 0.47 -0.71 0.38
H -1.59 0.06 -0.59
H -3.35 -0.40 0.45

## Properties
- Total charge: -1
- HOMO-LUMO gap: 6.63 eV
- Highest occupied orbital energy: -2.61 eV
- E_LUMO: 4.018 eV


Relative to the most stable structure, the computed energies are P 0.0159; Q 0.0000, all in hartree.


P.
Density functional theory data (ωB97M-V/def2-TZVPD) for a cluster of 2 separate species, CH5NOS2 in total.

Atoms and positions in Å:
S 2.65 -1.40 -0.72
S 0.68 -1.65 -0.01
H 2.31 -1.25 -2.00
H 1.11 -2.51 0.93
C -2.19 1.88 0.30
N -3.17 2.05 1.26
O -1.38 2.72 0.01
H -2.21 0.81 0.00
H -3.11 2.93 1.76
H -4.03 1.54 1.16

## Properties
- Total charge: 0
- HOMO-LUMO gap: 8.96 eV
- Highest occupied orbital energy: -8.74 eV
- SMILES: NC=O.SS
- E_LUMO: 0.214 eV


Q.
Density functional theory data (ωB97M-V/def2-TZVPD) for a cluster of 2 separate species, CH5NOS2 in total.

Atoms and positions in Å:
S 3.21 -0.38 -0.39
S 2.35 -0.59 -2.33
H 4.03 0.61 -0.76
H 2.80 0.61 -2.77
C -2.68 -0.21 0.87
N -1.48 -0.04 1.54
O -3.33 0.72 0.45
H -2.95 -1.21 0.50
H -1.30 0.93 1.80
H -0.66 -0.43 1.09

## Properties
- Total charge: 0
- HOMO-LUMO gap: 8.85 eV
- Highest occupied orbital energy: -8.94 eV
- SMILES: NC=O.SS
- E_LUMO: -0.093 eV


Relative to the most stable structure, the computed energies are P 0.0000; Q 0.0114, all in hartree.


P.
Density functional theory data (ωB97M-V/def2-TZVPD) for a cluster of 2 separate species, CH5NOS2 in total.

Atoms and positions in Å:
S 2.63 -3.19 -0.40
S 1.16 -2.04 0.69
H 3.09 -3.89 0.68
H 1.82 -0.99 0.32
C -1.96 2.14 0.01
N -1.06 1.27 -0.60
O -2.77 2.82 -0.55
H -1.55 2.38 1.17
H -1.22 0.46 -1.12
H -0.13 1.05 -0.20

## Properties
- Total charge: 0
- HOMO-LUMO gap: 9.29 eV
- Highest occupied orbital energy: -9.64 eV
- SMILES: NC=O.SS
- E_LUMO: -0.348 eV


Q.
Density functional theory data (ωB97M-V/def2-TZVPD) for a cluster of 2 separate species, CH5NOS2 in total.

Atoms and positions in Å:
C -1.51 0.58 -0.27
N 0.12 -1.56 -0.50
O 1.51 0.70 0.70
S -0.45 -0.68 0.61
S 2.69 0.30 -0.46
H -1.65 0.24 -1.40
H -0.97 1.44 -0.26
H -2.44 0.69 0.18
H 0.83 -2.15 -0.11
H 1.88 0.46 1.50

## Properties
- Total charge: 0
- HOMO-LUMO gap (spin up / spin down): 6.01 / 8.53 eV
- Highest occupied orbital energy (spin up / spin down): -7.47 / -8.78 eV
- E_LUMO (spin up / spin down): -1.461 / -0.252 eV


Relative to the most stable structure, the computed energies are P 0.0000; Q 0.1109, all in hartree.


P.
Density functional theory data (ωB97M-V/def2-TZVPD) for a cluster of 2 separate species, CH3BrClN in total.

Atoms and positions in Å:
C -0.54 0.01 0.02
N 0.43 -0.59 -0.67
Cl -1.13 1.47 -0.62
Br 0.62 1.23 2.17
H -1.24 -0.58 0.59
H 1.14 -0.01 -1.10
H 0.72 -1.52 -0.39

## Properties
- Total charge: 0
- HOMO-LUMO gap: 7.80 eV
- Highest occupied orbital energy: -8.66 eV
- E_LUMO: -0.866 eV


Q.
Density functional theory data (ωB97M-V/def2-TZVPD) for a cluster of 2 separate species, CH3BrClN in total.

Atoms and positions in Å:
C -1.29 -1.24 -0.17
N -1.81 -0.36 0.54
Cl 0.36 -1.13 -0.55
Br 3.70 -0.50 0.18
H -1.83 -2.11 -0.56
H -1.13 0.34 0.74
H 2.74 -0.77 1.17

## Properties
- Total charge: 0
- HOMO-LUMO gap: 11.52 eV
- Highest occupied orbital energy: -10.80 eV
- SMILES: [H]/N=C\Cl.Br
- E_LUMO: 0.721 eV


Relative to the most stable structure, the computed energies are P 0.0084; Q 0.0000, all in hartree.